Density functional theory data (the ωB97M-V functional and the def2-TZVPD basis) for a molecular structure, C44H51CsN6O3P2S4 in a non-equilibrium geometry.

Element x y z (Å)
Cs -0.01 0.39 -0.18
C 0.10 2.79 6.52
S 1.22 3.11 5.15
C 1.36 1.50 4.31
S 0.61 0.15 4.96
N 2.14 1.66 3.28
N 2.26 0.51 2.49
C 3.47 0.27 2.18
C 3.88 -0.84 1.34
C 5.25 -1.13 1.23
C 5.66 -2.19 0.44
C 4.70 -2.94 -0.21
C 3.36 -2.58 -0.04
N 2.95 -1.57 0.70
H 0.00 3.74 7.05
H 0.51 2.03 7.18
H -0.87 2.46 6.17
H 4.28 0.89 2.58
H 5.96 -0.51 1.76
H 6.71 -2.42 0.34
H 4.96 -3.78 -0.85
H 2.59 -3.15 -0.55
O -1.39 2.60 -0.50
P -1.34 3.31 -1.80
C 0.46 3.59 -2.27
P 1.40 2.25 -3.03
O 1.35 0.95 -2.32
C 0.93 2.16 -4.76
C -0.06 1.24 -5.10
C -0.49 1.15 -6.42
C 0.06 1.97 -7.39
C 1.03 2.90 -7.05
C 1.47 3.00 -5.73
C 3.13 2.82 -3.00
C 3.51 4.16 -3.11
C 4.86 4.51 -3.07
C 5.82 3.52 -2.91
C 5.45 2.19 -2.80
C 4.11 1.85 -2.84
C -2.22 2.63 -3.11
C -2.18 3.27 -4.36
C -3.03 2.95 -5.38
C -4.04 1.96 -5.13
C -4.10 1.29 -3.97
C -3.07 1.39 -2.88
C -1.75 5.07 -1.46
C -1.12 5.74 -0.42
C -1.46 7.05 -0.12
C -2.44 7.70 -0.86
C -3.09 7.04 -1.89
C -2.75 5.72 -2.19
H 1.00 3.88 -1.35
H 0.50 4.46 -2.94
H -0.56 0.64 -4.33
H -1.28 0.46 -6.66
H -0.28 1.91 -8.42
H 1.46 3.55 -7.80
H 2.24 3.72 -5.47
H 2.76 4.93 -3.22
H 5.14 5.55 -3.14
H 6.87 3.80 -2.87
H 6.19 1.42 -2.66
H 3.79 0.81 -2.73
H -1.45 4.07 -4.53
H -2.96 3.45 -6.35
H -4.79 1.76 -5.89
H -4.87 0.54 -3.80
H -3.60 1.49 -1.92
H -0.38 5.22 0.18
H -0.97 7.56 0.70
H -2.71 8.73 -0.62
H -3.86 7.54 -2.46
H -3.25 5.18 -2.98
O -0.19 -3.93 -5.10
S -0.36 -3.36 -3.73
C 0.87 -4.27 -2.71
C 2.19 -3.94 -3.37
C 2.20 -2.42 -3.59
C 0.75 -1.92 -3.66
H 0.61 -5.33 -2.72
H 0.78 -3.88 -1.69
H 2.23 -4.46 -4.33
H 3.05 -4.27 -2.77
H 2.77 -2.15 -4.48
H 2.68 -1.92 -2.74
H 0.50 -1.32 -4.53
H 0.52 -1.34 -2.76
C -5.80 -0.87 1.34
C -4.65 0.07 1.04
N -3.57 -0.72 0.48
C -3.15 -1.90 1.01
N -1.94 -2.26 0.85
C -1.50 -3.57 1.29
C -2.65 -4.54 1.54
C -3.70 -3.82 2.37
N -4.15 -2.66 1.64
C -5.29 -1.98 2.24
H -6.19 -1.29 0.41
H -6.61 -0.33 1.85
H -4.35 0.59 1.96
H -4.93 0.83 0.31
H -2.89 -0.23 -0.09
H -0.91 -3.46 2.20
H -0.82 -3.98 0.54
H -2.29 -5.44 2.06
H -3.10 -4.85 0.60
H -3.28 -3.55 3.35
H -4.57 -4.46 2.56
H -5.03 -1.57 3.23
H -6.07 -2.74 2.41
S -2.18 -0.24 -2.74

Net charge: -2
HOMO energy: -0.59 eV
Spin multiplicity: 1

Löwdin population analysis, charges in e, atoms 1 to 4: Cs 0.983; C -0.517; S 0.727; C -1.227